Entry from the OMol25 dataset: a structure of composition C6H18BaNO6 (ωB97M-V/def2-TZVPD).

ORCA input file:
```
! RIJCOSX wB97M-V def2-TZVPD def2/J DEFGRID3
* xyz 1 1
Ba -0.3963 0.1286 0.2715
O 0.8710 -2.2369 1.3848
O 1.6897 -0.7031 -1.3288
O -0.9763 1.6917 -1.8991
O -2.4237 2.0329 0.5811
O -0.3092 3.6256 -2.0307
O -2.3493 3.1165 -2.2922
N -1.2094 2.8499 -2.1173
C 0.2924 -3.9358 -0.0631
C 2.9825 -0.7271 -0.8344
C 3.7401 0.5168 -1.3671
C 1.3609 -3.3943 0.7673
C -4.1277 1.9681 2.1890
C -3.0278 2.8900 1.5254
H -3.4395 3.6838 0.9021
H -4.6993 2.5502 2.9118
H 0.6681 -4.7814 -0.6392
H 1.6669 -4.1262 1.5148
H 3.6276 -1.5744 -1.0666
H -2.9092 2.0592 -0.2467
H -4.7666 1.4004 1.5125
H -3.5683 1.2767 2.8193
H 1.7250 -1.0181 -2.2349
H -0.0657 -3.1934 -0.7762
H 4.0135 0.5030 -2.4221
H 2.8855 -0.6024 0.2441
H 1.6178 -1.8572 1.8534
H 2.2219 -3.1653 0.1393
H -0.5697 -4.2996 0.4959
H -2.2719 3.3070 2.1909
H 3.1056 1.3910 -1.2217
H 4.6411 0.6238 -0.7631
*
```

Values from the calculation:
Largest force on an atom   8.35 eV Å⁻¹
ΔE to the lowest compared entry with this formula, charge and spin   0.000 eV
HOMO energy   -11.22 eV
Electronic energy   -20973.5163 eV
Kohn-Sham gap   0.256 hartree

Entry from the OMol25 dataset: the molecule C3H6OSi (ωB97M-V/def2-TZVPD).

ORCA input file:
```
! RIJCOSX wB97M-V def2-TZVPD def2/J DEFGRID3
* xyz 0 1
Si -1.5029 -0.5400 0.0091
O -0.1884 0.1181 -0.8247
C 2.0481 -0.2081 -0.0053
C 3.0222 -0.8926 -0.0292
C 0.9284 0.6915 0.0011
H -2.3859 0.6175 0.4744
H 0.7319 0.8695 1.0140
H 3.8518 -1.5600 0.1786
H -0.7395 -0.9691 1.1753
H 1.0642 1.6973 -0.4074
H -1.6269 -1.5838 -0.9907
*
```

Values from the calculation:
Largest force on an atom   3.09 eV Å⁻¹
ΔE to the lowest compared entry with this formula, charge and spin   1.985 eV
HOMO energy   -10.09 eV
Electronic energy   -13130.5133 eV
Kohn-Sham gap   0.398 hartree
SMILES   C#CCO[SiH3]

Entry from the OMol25 dataset: a structure of composition C5H4AuO (ωB97M-V/def2-TZVPD).

ORCA input file:
```
! RIJCOSX wB97M-V def2-TZVPD def2/J DEFGRID3
* xyz 1 3
Au 1.9489 2.4705 -0.8305
O 3.4297 -1.6533 -0.3966
C 1.5042 -0.2975 0.3185
C 0.2222 -0.0317 0.3698
C -0.9375 0.6027 0.7311
C 2.4806 -1.0763 -0.0395
C -1.5166 -0.3520 -0.2771
H -2.3243 0.6441 0.3701
H -1.0906 1.6451 1.0117
H -2.5238 -0.6108 -0.6265
H -1.1927 -1.3409 -0.6310
*
```

Values from the calculation:
⟨S²⟩   2.02
Largest force on an atom   5.77 eV Å⁻¹
ΔE to the lowest compared entry with this formula, charge and spin   1.430 eV
HOMO energy (spin up / spin down)   -11.52 / -13.86 eV
Electronic energy   -10969.5194 eV
Kohn-Sham gap (spin up / spin down)   0.202 / 0.288 hartree

Entry from the OMol25 dataset: a structure of composition C60H48N4O5PScSe3 (ωB97M-V/def2-TZVPD).

ORCA input file:
```
! RIJCOSX wB97M-V def2-TZVPD def2/J DEFGRID3
* xyz -2 1
Se -19.4736 -11.1394 -11.3639
Se -20.7556 -11.8786 -13.1826
Se -23.1077 -13.5627 -10.9195
Sc -21.9907 -15.7802 -12.5673
P -22.6215 -11.7821 -12.0739
O -26.0095 -22.2784 -17.7897
O -16.5604 -12.9536 -18.9094
O -22.9921 -14.4437 -13.9593
O -28.7143 -17.2342 -6.3792
O -15.4257 -14.3105 -6.2807
N -23.6683 -17.0077 -12.4150
N -19.8758 -15.8176 -12.3474
N -21.6632 -16.7679 -14.5320
N -21.8516 -16.2789 -10.3846
C -25.0932 -20.2671 -14.8499
C -26.4067 -17.7646 -6.9952
C -25.7245 -17.6550 -13.2264
C -25.9973 -10.7753 -15.0920
C -26.5635 -23.4078 -17.2063
C -19.4984 -15.5756 -9.9585
C -25.0311 -20.1785 -17.5682
C -19.1741 -15.4034 -13.4696
C -17.3097 -16.0377 -8.8535
C -26.2901 -11.4119 -13.8721
C -19.5030 -15.6509 -14.7784
C -18.4920 -15.2586 -8.9348
C -18.7709 -15.0079 -15.8454
C -27.6308 -16.1599 -8.1669
C -27.6030 -17.0717 -7.1697
C -25.3044 -11.7107 -12.9340
C -22.9909 -16.5052 -9.6130
C -22.1353 -7.9537 -10.9687
C -22.3093 -17.8714 -15.0264
C -17.8293 -14.9157 -11.7177
C -22.3388 -8.0019 -9.5955
C -24.3189 -16.7478 -10.0791
C -21.4583 -18.5259 -15.9579
C -24.3006 -17.5537 -13.5060
C -24.6210 -17.0065 -11.3770
C -20.8232 -15.9775 -9.5265
C -17.7567 -14.8385 -18.1008
C -20.2743 -17.7937 -15.9222
C -17.8581 -14.8756 -13.0556
C -23.9814 -11.4397 -13.2752
C -23.6818 -10.7917 -14.4977
C -25.4305 -16.8260 -9.0612
C -22.6354 -9.1942 -8.9558
C -19.0955 -15.4603 -11.2668
C -17.6412 -13.9174 -7.1376
C -22.7756 -10.3228 -9.7667
C -23.7180 -18.1385 -14.6021
C -14.2259 -14.9787 -6.6375
C -22.5175 -10.2678 -11.1031
C -22.1533 -9.0900 -11.7370
C -18.4825 -15.5386 -17.1263
C -17.1749 -11.8159 -19.4380
C -16.4750 -14.7164 -7.0786
C -17.2999 -13.5673 -17.8771
C -24.6547 -10.5219 -15.4459
C -24.4777 -19.1533 -16.8251
C -28.7227 -18.4000 -5.5232
C -18.3607 -13.6397 -15.7331
C -25.6047 -21.2962 -16.9271
C -24.4977 -19.1299 -15.4391
C -21.2693 -16.0105 -8.1743
C -18.6350 -14.2252 -8.0282
C -20.4358 -16.6928 -15.1016
C -26.5504 -16.0175 -9.0731
C -25.3901 -17.6654 -7.9509
C -17.6152 -12.9146 -16.7091
C -16.3170 -15.8383 -7.8964
C -25.6529 -21.3418 -15.5535
C -25.9116 -17.3055 -11.9289
C -22.6393 -16.3535 -8.2577
H -28.2568 -19.3032 -5.9783
H -18.1582 -12.0698 -19.7538
H -26.0892 -22.1356 -14.9812
H -27.3719 -23.1623 -16.4626
H -22.5958 -10.5440 -14.7485
H -19.5473 -13.6895 -8.0792
H -21.7972 -7.0187 -11.4624
H -17.4936 -15.2877 -19.0170
H -27.3093 -11.7714 -13.7145
H -18.6324 -13.0720 -14.8175
H -26.5225 -17.9325 -13.9254
H -26.2958 -18.5106 -6.2246
H -22.7544 -9.3587 -7.8967
H -25.5422 -12.2385 -12.0303
H -21.8702 -9.1033 -12.7896
H -23.2118 -11.2384 -9.3446
H -23.9282 -14.1361 -13.9429
H -28.2311 -18.2101 -4.5652
H -25.0617 -20.2980 -13.7878
H -22.1644 -7.1193 -9.0310
H -26.8151 -17.2680 -11.3497
H -23.3096 -16.2734 -7.4166
H -19.3447 -18.1364 -16.3720
H -22.8519 -15.0554 -14.6953
H -15.4116 -16.3984 -7.9546
H -26.8392 -10.5667 -15.7489
H -24.0493 -18.3297 -17.3579
H -17.7160 -13.0342 -6.4790
H -24.9920 -20.1417 -18.6590
H -25.8758 -23.9503 -16.5491
H -17.0449 -14.5869 -13.7145
H -17.3525 -11.9077 -16.5043
H -20.6703 -15.8875 -7.3039
H -17.0057 -14.5599 -11.1652
H -21.6689 -19.4808 -16.4870
H -24.4650 -18.2165 -7.7916
H -26.9644 -24.0298 -17.9978
H -16.6036 -11.4950 -20.3357
H -13.5057 -14.6361 -5.8940
H -29.7726 -18.6710 -5.3205
H -28.4738 -15.4692 -8.1879
H -17.1449 -16.8076 -9.6411
H -13.8760 -14.7827 -7.6452
H -14.2698 -16.0693 -6.4637
H -18.7775 -16.5429 -17.3068
H -24.4546 -10.0892 -16.3971
H -17.2096 -10.9502 -18.7685
H -26.5289 -15.2862 -9.8941
*
```

Values from the calculation:
Largest force on an atom   2.67 eV Å⁻¹
ΔE to the lowest compared entry with this formula, charge and spin   2.760 eV
HOMO energy   -0.19 eV
Electronic energy   -305228.7916 eV
Kohn-Sham gap   0.141 hartree

Entry from the OMol25 dataset: a structure of composition C9H16MnOP (ωB97M-V/def2-TZVPD).

ORCA input file:
```
! RIJCOSX wB97M-V def2-TZVPD def2/J DEFGRID3
* xyz -1 6
Mn 0.0362 -0.3807 -1.1282
P 0.4354 -1.9628 1.0095
O 1.4092 0.7015 0.8969
C 2.8098 0.3258 1.1557
C -1.1945 1.3114 -0.5923
C -0.8935 1.3625 -2.0388
C 2.2034 2.2591 2.5041
C -1.7511 -0.0238 -0.2727
C 3.1976 1.0659 2.4073
C -1.8759 -0.6740 -1.7173
C 1.0198 1.8915 1.6688
C -1.5293 0.2946 -2.6995
H -0.9048 2.0787 0.1399
H 0.8339 2.6798 0.9416
H -0.3497 2.2336 -2.4911
H 1.6631 -2.5797 1.3942
H 3.0997 0.3783 3.2299
H 4.2291 1.3866 2.3859
H 2.6081 3.1736 2.0851
H -2.2143 -0.4995 0.6340
H 3.4281 0.6180 0.2894
H -0.3058 -3.1812 1.1925
H 0.1997 -1.3862 2.2973
H -2.0366 -1.7439 -1.9189
H -1.7768 0.2050 -3.7721
H 1.8601 2.5032 3.5003
H 2.8128 -0.7693 1.2509
H 0.1152 1.6853 2.2699
*
```

Values from the calculation:
⟨S²⟩   8.91
Largest force on an atom   2.97 eV Å⁻¹
ΔE to the lowest compared entry with this formula, charge and spin   0.000 eV
HOMO energy (spin up / spin down)   0.25 / -1.40 eV
Electronic energy   -52243.3026 eV
Kohn-Sham gap (spin up / spin down)   0.111 / 0.166 hartree

Entry from the OMol25 dataset: the molecule C3H7N3O (ωB97M-V/def2-TZVPD).

ORCA input file:
```
! RIJCOSX wB97M-V def2-TZVPD def2/J DEFGRID3
* xyz 0 1
O 1.4099 -0.0748 2.1632
N -0.1640 -1.1878 0.8374
N -1.6128 -0.9129 0.7781
N 0.0532 -0.1866 -1.8017
C 0.5997 1.0929 0.2483
C 0.3672 0.9327 -1.0796
C 0.6332 -0.1006 1.2080
H 0.4652 -1.0363 -1.3282
H 0.0008 -1.8910 1.5983
H 1.1725 1.9532 0.7159
H -1.5986 -0.2364 -0.2491
H 0.1695 -0.0552 -2.7994
H 0.3318 1.8518 -1.7910
H -1.8276 -0.1490 1.4997
*
```

Values from the calculation:
Largest force on an atom   5.22 eV Å⁻¹
ΔE to the lowest compared entry with this formula, charge and spin   3.004 eV
HOMO energy   -8.88 eV
Electronic energy   -9740.0292 eV
Kohn-Sham gap   0.352 hartree
SMILES   N/C=C\C(=O)NN

Entry from the OMol25 dataset: the molecule C15H13Cl2N3O (ωB97M-V/def2-TZVPD).

ORCA input file:
```
! RIJCOSX wB97M-V def2-TZVPD def2/J DEFGRID3
* xyz 0 1
Cl -1.8309 -0.8449 1.1991
Cl -1.8517 4.5552 1.1939
O -2.4403 1.6693 -1.5736
N 0.4601 -0.1803 -1.1675
N -0.6547 0.3345 -1.7037
N 3.4011 -1.8852 1.0960
C 1.1234 -1.1121 -1.7348
C -3.9486 1.8509 3.1993
C -2.4394 0.6630 1.7818
C 4.4641 -2.3547 0.4629
C -1.9047 1.8483 1.2780
C -3.4491 3.0468 2.7188
C 4.5327 -2.4677 -0.9174
C 3.4425 -2.0647 -1.6688
C -0.8329 1.8065 0.2326
C -3.4450 0.6500 2.7323
C -2.4409 3.0373 1.7671
C 2.3633 -1.5067 0.3814
C -1.4073 1.2880 -1.0747
C 0.7594 -1.7556 -3.0466
C 2.3157 -1.5661 -1.0164
H 5.2924 -2.6501 1.0930
H 1.5074 -1.1446 0.9334
H -3.8288 -0.2902 3.0952
H -0.0115 1.1573 0.5366
H -1.0331 -0.0168 -2.5840
H -3.8385 3.9880 3.0731
H -4.7352 1.8537 3.9372
H 0.9610 -1.0761 -3.8761
H -0.3022 -2.0059 -3.0603
H 1.3226 -2.6711 -3.1968
H -0.4514 2.8123 0.0511
H 3.4805 -2.1146 -2.7476
H 5.4202 -2.8536 -1.3948
*
```

Values from the calculation:
Largest force on an atom   1.30 eV Å⁻¹
HOMO energy   -8.79 eV
Electronic energy   -47328.5811 eV
Kohn-Sham gap   0.337 hartree
SMILES   C/C(=N\NC(=O)Cc1c(Cl)cccc1Cl)c1cccnc1

Entry from the OMol25 dataset: the ion C4H11N4 with charge +1 (ωB97M-V/def2-TZVPD).

ORCA input file:
```
! RIJCOSX wB97M-V def2-TZVPD def2/J DEFGRID3
* xyz 1 1
N 1.5333 -0.7277 -0.1594
N -0.7309 -0.3552 0.3100
N -0.2575 1.0742 -2.4683
N 0.3374 0.6861 -1.4511
C 1.3685 -0.5619 1.3768
C 0.1145 0.3653 1.3193
C -2.0698 0.1861 0.1265
C 0.1152 -0.5655 -0.7983
H 2.3711 -0.1641 1.7217
H -0.0130 -1.4079 -1.4219
H -2.3440 1.2938 0.3505
H 0.9639 -1.5959 1.7341
H 2.0919 -0.0124 -0.6081
H 1.8748 -1.6688 -0.4421
H -0.4743 0.4645 2.1036
H -2.7201 -0.4878 0.7370
H 0.2332 1.4465 0.9945
H -0.0455 2.0696 -2.5129
H -2.3486 -0.0389 -0.9120
*
```

Values from the calculation:
Largest force on an atom   4.85 eV Å⁻¹
ΔE to the lowest compared entry with this formula, charge and spin   4.133 eV
HOMO energy   -13.16 eV
Electronic energy   -10277.0561 eV
Kohn-Sham gap   0.347 hartree
SMILES   [H]/N=N/[C@H]1[NH2+]CCN1C

Entry from the OMol25 dataset: the ion C6H9NP with charge +1 (ωB97M-V/def2-TZVPD).

ORCA input file:
```
! RIJCOSX wB97M-V def2-TZVPD def2/J DEFGRID3
* xyz 1 1
P 3.8715 0.1892 0.3759
N 2.3784 0.7170 0.2238
C -3.4895 -0.2046 -0.2393
C -1.4818 1.2283 -0.0432
C 1.2199 1.0438 0.2324
C 0.0104 1.5660 0.1332
C -2.0664 -0.0070 -0.0554
C 3.5912 -1.5884 0.0899
H 0.2165 2.6293 0.3205
H -4.0832 0.6799 -0.5648
H 2.8000 -1.6106 -0.7194
H -3.8901 -0.7582 0.5529
H 4.5506 -2.0297 -0.0608
H -2.0124 2.0596 -0.3587
H -3.6290 -0.9133 -1.0991
H -1.3661 -0.7769 0.3031
H 3.3798 -2.2244 0.9089
*
```

Values from the calculation:
Largest force on an atom   3.76 eV Å⁻¹
ΔE to the lowest compared entry with this formula, charge and spin   0.244 eV
HOMO energy   -12.71 eV
Electronic energy   -17136.6249 eV
Kohn-Sham gap   0.243 hartree
SMILES   C/C=C/C=C=[N+]=PC

Entry from the OMol25 dataset: the molecule C2H6INO2S (ωB97M-V/def2-TZVPD).

ORCA input file:
```
! RIJCOSX wB97M-V def2-TZVPD def2/J DEFGRID3
* xyz 0 1
I -1.0117 4.1628 -1.0233
S -1.3360 1.2940 -0.3382
O 0.4999 -1.1381 -1.3042
O -1.3847 0.9616 -1.7211
N -1.9413 2.7767 0.2328
C 0.4126 -0.8279 0.0348
C 0.3533 0.6790 0.1473
H 0.6710 1.3127 1.1066
H -2.1963 0.4319 0.3807
H 1.2994 -1.0853 0.5960
H 0.9218 1.2533 -0.6592
H -0.1644 -0.4506 -1.7093
H -0.4357 -1.4940 0.3716
*
```

Values from the calculation:
Largest force on an atom   5.10 eV Å⁻¹
ΔE to the lowest compared entry with this formula, charge and spin   2.662 eV
HOMO energy   -8.82 eV
Electronic energy   -26687.9059 eV
Kohn-Sham gap   0.320 hartree

Entry from the OMol25 dataset: the molecule C5H8N2 (ωB97M-V/def2-TZVPD).

ORCA input file:
```
! RIJCOSX wB97M-V def2-TZVPD def2/J DEFGRID3
* xyz 0 1
N 0.3960 0.0364 -1.0234
N -0.8633 0.5937 -1.3092
C -1.8322 0.5616 -0.2075
C 0.8068 0.9283 -0.1003
C 1.1513 0.5892 1.2182
C 0.6031 -1.3917 -0.9997
C 1.4705 0.2968 2.3460
H -2.0911 1.5686 0.1345
H 1.7575 0.0328 3.3337
H 0.2087 -1.7953 -1.9332
H 0.0966 -1.8806 -0.1589
H 0.8936 1.9601 -0.4121
H 1.6729 -1.5903 -0.9251
H -1.5255 -0.0279 0.6620
H -2.7448 0.1185 -0.6249
*
```

Values from the calculation:
Largest force on an atom   1.03 eV Å⁻¹
ΔE to the lowest compared entry with this formula, charge and spin   6.260 eV
HOMO energy (spin up / spin down)   -7.59 / -8.67 eV
Electronic energy   -8288.7360 eV
Kohn-Sham gap (spin up / spin down)   0.271 / 0.308 hartree

Entry from the OMol25 dataset: the molecule C9H10O (ωB97M-V/def2-TZVPD).

ORCA input file:
```
! RIJCOSX wB97M-V def2-TZVPD def2/J DEFGRID3
* xyz 0 1
O -1.4922 -0.5305 2.5860
C -1.2254 0.2675 -1.1078
C -2.6137 0.5724 -1.5831
C 2.4427 0.0703 0.9381
C 2.5584 -1.4470 1.0591
C 0.0363 -0.9305 0.7875
C -1.6990 1.6921 -1.1292
C -1.1192 -0.5027 0.1991
C -0.8606 -0.1516 1.5953
C 1.4409 -0.8268 0.2603
H 1.5100 -0.8963 -0.8294
H -0.4580 0.0024 -1.8689
H -1.8881 2.1421 -0.1352
H 3.2137 0.6092 0.3464
H -3.4963 0.3493 -0.9399
H -2.8427 0.4171 -2.6447
H 2.2672 -1.8971 2.0522
H -1.2742 2.3928 -1.8880
H 2.1522 0.5899 1.8309
H 3.3482 -1.9226 0.4713
*
```

Values from the calculation:
Largest force on an atom   7.54 eV Å⁻¹
ΔE to the lowest compared entry with this formula, charge and spin   4.641 eV
HOMO energy   -8.93 eV
Electronic energy   -11536.1394 eV
Kohn-Sham gap   0.325 hartree
SMILES   O=c1c(C2CC2)c1C1CC1